Entry from OMol25: the molecule C4H7FN2O (ωB97M-V with the def2-TZVPD basis set).

The relative energy (zero: lowest compared OMol25 entry of this formula, charge and spin) comes out at 144.2 kJ/mol. The calculation puts the orbital gap at 9.91 eV. For the strongest force on any atom, the calculation gives 3.40 eV Å⁻¹. For the molecular weight, the calculation gives 118.11 g mol⁻¹. As for the spin multiplicity: 1.

Element x y z (Å)
N -2.2479 -0.3952 0.5528
C -1.6298 0.7751 -0.0501
C -0.1089 0.6752 -0.3043
O 0.5380 1.6720 -0.5042
N 0.3064 -0.6116 -0.2755
C 1.7401 -0.9904 -0.2532
C 2.7674 -0.1869 0.0725
F 2.6248 0.9471 0.7484
H -2.3384 -0.2527 1.5664
H -3.1765 -0.7576 0.0761
H -2.0420 0.9408 -1.0264
H -1.7576 1.7289 0.4282
H -0.3742 -1.2564 0.0612
H 1.8716 -1.8346 -0.9830
H 3.8269 -0.4537 -0.1088

Entry from OMol25: a cluster of 2 separate species, BH4NO2 in total (ωB97M-V with the def2-TZVPD basis set).

The relative energy (zero: lowest compared OMol25 entry of this formula, charge and spin) comes out at 186.3 kJ/mol. The calculation puts the orbital gap at 10.97 eV. For the strongest force on any atom, the calculation gives 2.02 eV Å⁻¹. For the molecular weight, the calculation gives 60.85 g mol⁻¹. As for the spin multiplicity: 1.

Element x y z (Å)
N -0.2485 -0.3154 -1.0600
B 1.0908 0.1566 -0.8824
O 2.2234 0.5865 -0.8528
H -1.0118 0.3407 -1.3365
H -0.6853 -1.1972 -0.8510
O -0.5015 -0.0940 1.9723
H 0.2560 0.4535 1.7660
H -1.1232 0.0693 1.2444

Entry from OMol25: a cluster of 8 separate species, C2H20O9 in total (ωB97M-V with the def2-TZVPD basis set).

The relative energy (zero: lowest compared OMol25 entry of this formula, charge and spin) comes out at 181.6 kJ/mol. The calculation puts the orbital gap at 9.70 eV. For the strongest force on any atom, the calculation gives 3.73 eV Å⁻¹. For the molecular weight, the calculation gives 188.17 g mol⁻¹. As for the spin multiplicity: 1.

Element x y z (Å)
O -0.0538 3.1114 2.7391
C 0.6320 3.0601 1.5267
C 0.4858 1.7798 0.8775
O 1.1397 1.7305 -0.3670
H -0.8955 3.7117 2.6677
H 0.3822 3.9174 0.8651
H 1.6629 3.1321 1.7087
H -0.4970 1.4372 0.7695
H 0.9807 0.9946 1.3678
H 1.9965 1.2178 -0.2759
O 2.1812 -0.3471 -2.2327
H 2.4803 -1.2602 -2.1825
H 1.3796 -0.3834 -1.6461
O 3.1041 -1.8439 1.1302
H 3.7724 -2.2995 1.6005
H 2.5008 -1.5838 1.7478
O -2.5075 -0.2969 0.0330
H -3.1840 -0.8437 0.5038
H -2.7568 0.5571 0.4248
O -2.3919 -2.1210 -2.4305
H -1.4670 -1.9020 -2.5166
H -2.6380 -2.9689 -2.8418
O 0.0660 -2.5129 1.3734
H 0.4856 -2.3735 2.2076
H -0.8591 -2.3507 1.4359
O -2.0228 1.0109 -2.2815
H -1.1745 0.8440 -2.6500
H -2.3051 0.2887 -1.7759
O 0.0256 -1.2183 -0.9296
H 0.2756 -1.6855 -0.1334
H -0.7980 -0.8021 -0.7153

Entry from OMol25: the molecule C6H7IO3 (ωB97M-V with the def2-TZVPD basis set).

The relative energy (zero: lowest compared OMol25 entry of this formula, charge and spin) comes out at 176.7 kJ/mol. The calculation puts the orbital gap at 9.26 eV. For the strongest force on any atom, the calculation gives 3.02 eV Å⁻¹. For the molecular weight, the calculation gives 254.02 g mol⁻¹. As for the spin multiplicity: 1.

Element x y z (Å)
C -1.1719 0.1868 1.9657
C -1.7684 -0.1216 0.8015
I -3.5081 0.8730 -0.0658
C -1.5594 -1.2877 -0.0623
O -2.4641 -1.9282 -0.5156
O -0.3151 -1.7096 -0.2580
C 0.7581 -0.7579 -0.3359
O 1.8370 -1.0867 0.4619
C 0.6504 0.3063 -1.0880
C 1.7542 1.3060 -1.1464
H -1.5387 0.9388 2.6967
H -0.1739 -0.2167 2.2104
H 1.4345 -1.8454 0.8436
H -0.1129 0.5751 -1.7529
H 2.7746 0.7957 -1.5123
H 1.7881 1.9649 -0.1713
H 1.6156 2.0072 -2.0714

Entry from OMol25: the molecule C22H27NO3 (ωB97M-V with the def2-TZVPD basis set).

The relative energy (zero: lowest compared OMol25 entry of this formula, charge and spin) comes out at 0.0 kJ/mol. The calculation puts the orbital gap at 9.17 eV. For the strongest force on any atom, the calculation gives 0.68 eV Å⁻¹. For the molecular weight, the calculation gives 353.46 g mol⁻¹. As for the spin multiplicity: 1.

Element x y z (Å)
C 2.1932 -2.1376 2.5618
C 2.0149 -2.7129 1.1636
O 1.2656 -1.7746 0.3964
C 0.3649 -2.2491 -0.5273
C 0.7645 -3.1982 -1.4905
O 2.0705 -3.6057 -1.4278
C 2.5283 -4.5441 -2.3693
C -0.1432 -3.6494 -2.4364
C -1.4387 -3.1576 -2.4507
C -1.8275 -2.2192 -1.5240
C -0.9431 -1.7551 -0.5498
C -1.5150 -0.7158 0.3693
O -2.7106 -0.4800 0.3769
N -0.6450 -0.0793 1.1857
C -0.9965 1.1582 1.8274
C -0.4943 2.3943 1.0305
C -0.9957 2.2136 -0.3858
C -2.2324 2.7117 -0.7774
C -2.7333 2.4580 -2.0411
C -2.0143 1.6867 -2.9364
C -0.7863 1.1769 -2.5574
C -0.2828 1.4386 -1.2959
C -1.0081 3.6738 1.7141
C 0.0172 3.9607 2.8048
C 1.3480 3.6520 2.1226
C 1.0457 2.5176 1.1287
H 2.7175 -1.1867 2.5094
H 1.2245 -1.9791 3.0298
H 2.7734 -2.8256 3.1702
H 1.4811 -3.6674 1.2108
H 2.9888 -2.8781 0.6900
H 1.9889 -5.4933 -2.2885
H 3.5785 -4.7067 -2.1312
H 2.4455 -4.1625 -3.3918
H 0.1545 -4.3758 -3.1755
H -2.1338 -3.5122 -3.1960
H -2.8275 -1.8145 -1.5154
H 0.3356 -0.2940 1.0781
H -2.0876 1.1835 1.8815
H -0.5802 1.1703 2.8379
H -2.8240 3.2931 -0.0877
H -3.6985 2.8537 -2.3220
H -2.4121 1.4764 -3.9184
H -0.2198 0.5590 -3.2396
H 0.6732 1.0166 -1.0231
H -2.0132 3.5564 2.1156
H -1.0103 4.4933 0.9931
H -0.0352 4.9883 3.1626
H -0.1411 3.2983 3.6567
H 2.1215 3.3745 2.8380
H 1.6938 4.5352 1.5840
H 1.4880 1.5794 1.4647
H 1.4726 2.7544 0.1548